This record from OMol25 describes a 3-piece molecular cluster, C22H14F4NO6S3 overall at a distorted geometry. The level of theory is wB97M-V/def2-TZVPD.

Each atom is followed by the atoms it is bonded to, with distances in Å.
CARTESIAN COORDINATES (ANGSTROEM)
1 F -3.28 -2.15 0.88  C2 1.353
2 C -2.16 -2.24 0.14  F1 1.353, S3 2.072, S35 1.622
3 S -2.64 -1.23 -1.61  C2 2.072, C4 1.819, O10 1.452, O11 1.451
4 C -1.82 0.19 -2.40  S3 1.819, C5 1.380, C9 1.381
5 C -1.22 0.03 -3.63  C4 1.380, C6 1.393, H21 1.087
6 C -0.62 1.15 -4.21  C5 1.393, C7 1.391, H22 1.083
7 C -0.69 2.40 -3.62  C6 1.391, C8 1.387, H23 1.086
8 C -1.37 2.55 -2.42  C7 1.387, C9 1.386, H24 1.083
9 C -1.95 1.44 -1.82  C4 1.381, C8 1.386, H25 1.080
10 O -2.69 -2.29 -2.59  S3 1.452
11 O -3.89 -0.60 -1.20  S3 1.451
12 S -0.67 -0.33 1.11  C13 1.888, O19 1.461, O20 1.473
13 C -1.07 0.48 2.77  S12 1.888, C14 1.391, C18 1.388
14 C -0.42 1.66 3.13  C13 1.391, C15 1.403, H26 1.098
15 C -0.51 2.07 4.47  C14 1.403, C16 1.400, H27 1.092
16 C -1.33 1.37 5.37  C15 1.400, C17 1.400, H28 1.090
17 C -2.11 0.31 4.89  C16 1.400, C18 1.398, H29 1.080
18 C -2.03 -0.12 3.57  C13 1.388, C17 1.398, H30 1.099
19 O 0.57 -0.97 1.54  S12 1.461
20 O -0.51 0.77 0.14  S12 1.473
21 H -1.24 -0.94 -4.11  C5 1.087
22 H -0.13 1.02 -5.17  C6 1.083
23 H -0.27 3.27 -4.11  C7 1.086
24 H -1.51 3.52 -1.96  C8 1.083
25 H -2.53 1.55 -0.91  C9 1.080
26 H 0.17 2.20 2.38  C14 1.098
27 H 0.14 2.88 4.80  C15 1.092
28 H -1.28 1.63 6.42  C16 1.090
29 H -2.74 -0.22 5.59  C17 1.080
30 H -2.69 -0.91 3.16  C18 1.099
31 F -1.20 -5.45 -1.63  C32 1.338
32 C -0.32 -4.54 -1.18  F31 1.338, F33 1.339, F34 1.344, S35 2.147
33 F 0.81 -5.12 -0.75  C32 1.339
34 F -0.02 -3.67 -2.15  C32 1.344
35 S -1.42 -3.65 0.44  C2 1.622, C32 2.147
36 N 2.99 -2.15 -1.22  C37 1.419, C45 1.446
37 C 2.10 -1.21 -1.79  N36 1.419, O38 1.226, C39 1.524
38 O 1.23 -1.28 -2.66  C37 1.226
39 C 2.44 0.06 -1.02  C37 1.524, C40 1.375, C44 1.382
40 C 2.92 -0.34 0.21  C39 1.375, C41 1.379, C45 1.520
41 C 3.48 0.52 1.13  C40 1.379, C42 1.398, H47 1.088
42 C 3.75 1.81 0.67  C41 1.398, C43 1.398, H48 1.078
43 C 3.37 2.22 -0.61  C42 1.398, C44 1.400, H49 1.083
44 C 2.68 1.34 -1.46  C39 1.382, C43 1.400, H50 1.081
45 C 2.92 -1.86 0.19  N36 1.446, C40 1.520, O46 1.215
46 O 2.90 -2.62 1.14  C45 1.215
47 H 3.79 0.09 2.08  C41 1.088
48 H 4.30 2.47 1.31  C42 1.078
49 H 3.48 3.25 -0.91  C43 1.083
50 H 2.26 1.64 -2.41  C44 1.081

Its spin multiplicity is 1. Its energy above the lowest of the compared OMol25 structures with the same formula, charge and spin is 97.4 kcal/mol. As for the highest occupied orbital energy: -3.93 eV. For the max |F|, the calculation gives 4.79 eV/A. As for the total charge: -1. The gap between HOMO and LUMO is 4.7 eV.